Record 1
Formula: C44H58BaN7O5SSi3
Source: the OMol25 dataset
Level of theory: the ωB97M-V functional and the def2-TZVPD basis

Element x y z (Å)
Ba1 0.53287 0.06263 0.26166
C1 4.76071 2.03438 1.96476
C2 5.12999 1.33654 3.11147
C3 4.17618 0.60833 3.78149
C4 2.85118 0.58378 3.31030
N1 2.50124 1.23331 2.19531
C5 3.44951 1.93167 1.55583
N2 1.95989 -0.13123 4.10387
C6 0.69956 -0.31593 3.90265
N3 -0.17508 0.03760 2.89467
C7 -1.42167 -0.35983 3.28328
N4 -2.59720 -0.26961 2.73562
C8 -2.95458 0.31486 1.52603
C9 -4.27914 0.05702 1.12363
C10 -4.77778 0.62096 -0.02485
C11 -3.95084 1.44506 -0.78078
C12 -2.65720 1.62747 -0.34098
N5 -2.15703 1.09579 0.78534
C13 -1.35805 -1.06556 4.60259
C14 -2.33064 -1.68035 5.36669
C15 -1.92319 -2.29810 6.54719
C16 -0.58112 -2.28736 6.93253
C17 0.38364 -1.65869 6.14681
C18 -0.04117 -1.05753 4.97860
H1 5.46613 2.62797 1.39677
H2 6.15163 1.36340 3.47119
H3 4.40136 0.05155 4.68094
H4 3.12929 2.41590 0.64833
H5 -4.87119 -0.59859 1.74760
H6 -5.79536 0.41991 -0.33852
H7 -4.29050 1.92073 -1.69252
H8 -1.96602 2.23365 -0.92543
H9 -3.36588 -1.67885 5.04682
H10 -2.65351 -2.79733 7.17404
H11 -0.28971 -2.77783 7.85402
H12 1.43020 -1.63412 6.42475
C19 3.83318 -0.91477 0.16860
O1 2.78645 -0.11178 -0.37680
Si1 2.76838 0.40775 -2.02407
C20 4.49818 1.06535 -2.33794
C21 2.68122 -1.24372 -2.91033
C22 1.41395 1.58497 -2.23633
Si2 1.72354 3.38497 -2.17893
C23 2.91180 4.15906 -0.93161
C24 2.39954 4.11476 -3.79120
C25 0.13213 4.35258 -1.79448
Si3 0.48449 1.20656 -3.77012
C26 -0.47811 -0.40301 -3.72749
C27 -0.85487 2.47662 -4.18384
C28 1.49788 1.14053 -5.37330
H13 4.74802 -0.33150 0.28052
H14 4.03859 -1.77963 -0.46810
H15 3.52208 -1.27589 1.14862
H16 5.26773 0.31191 -2.12878
H17 4.71486 1.94854 -1.72677
H18 4.58797 1.35780 -3.39091
H19 3.64938 -1.74906 -2.81610
H20 2.45303 -1.16183 -3.97405
H21 1.91795 -1.89275 -2.45862
H22 3.91799 3.72385 -0.92266
H23 2.51672 4.16835 0.08806
H24 3.01390 5.20376 -1.24693
H25 3.29674 3.56547 -4.10246
H26 2.67636 5.16610 -3.64935
H27 1.68222 4.06523 -4.61668
H28 -0.71490 3.67753 -1.65864
H29 -0.12799 5.05805 -2.59255
H30 0.28107 4.91872 -0.86606
H31 -1.40361 -0.26665 -3.15589
H32 0.06628 -1.23454 -3.27258
H33 -0.75336 -0.70385 -4.74633
H34 -1.60299 2.55494 -3.38554
H35 -1.36821 2.13592 -5.09236
H36 -0.46362 3.48090 -4.37495
H37 2.26117 0.35695 -5.35854
H38 2.01155 2.08729 -5.55682
H39 0.83637 0.94305 -6.22647
C29 2.29959 -4.39740 0.30272
N6 1.00361 -4.54114 0.95634
C30 0.27175 -5.78622 0.79005
C31 0.40451 -3.39447 1.34067
C32 -1.02886 -3.44155 1.79952
O2 1.05651 -2.34478 1.35436
H40 2.63597 -5.38079 -0.02010
H41 3.03141 -3.97422 0.99020
H42 2.20959 -3.73855 -0.56346
H43 0.99042 -6.60183 0.73662
H44 -0.33084 -5.78368 -0.12222
H45 -0.37246 -5.97367 1.64672
H46 -1.62021 -4.17669 1.25357
H47 -1.47204 -2.46219 1.65225
H48 -1.05888 -3.67718 2.86822
S1 0.24898 4.45800 2.40652
C33 -1.37615 4.08072 2.35502
N7 -2.17139 4.51308 1.32708
C34 -3.51509 4.31617 1.23673
C35 -4.17483 3.63765 2.20049
C36 -3.41071 3.10576 3.27181
C37 -2.06938 3.30737 3.34121
H49 -1.67765 4.98951 0.58456
H50 -3.99492 4.72291 0.35868
H51 -5.23867 3.47208 2.12146
H52 -3.90021 2.50318 4.02850
H53 -1.46850 2.88254 4.13299
O3 -1.57869 -5.14504 -2.15978
C38 -2.52343 -4.18986 -2.41374
C39 -3.68568 -4.53719 -3.09896
C40 -4.67761 -3.59788 -3.32832
C41 -4.52452 -2.30308 -2.85237
C42 -3.36468 -1.96986 -2.16784
C43 -2.33753 -2.88456 -1.95217
C44 -1.06747 -2.39315 -1.28209
O4 -0.00999 -3.01157 -1.47068
O5 -1.18552 -1.32486 -0.58955
H54 -1.83355 -5.94359 -2.63407
H55 -3.80700 -5.55758 -3.45220
H56 -5.56989 -3.88557 -3.87104
H57 -5.29459 -1.55967 -3.01511
H58 -3.22100 -0.97129 -1.77549

Forces on atoms 1 to 3 (eV/Å):
-1.3389 1.3835 1.5302
0.0383 -0.0059 0.0505
0.0376 -0.0066 0.0111

**Energy**: -3763.49429 a.u.
**Energy above the lowest of the compared OMol25 structures with the same formula, charge and spin**: 108.4 kJ/mol
**Net charge**: -1
**Molar mass**: 1018.6 g/mol

=====

Record 2
Formula: C16H15N3O2
Source: the OMol25 dataset
Level of theory: the ωB97M-V functional and the def2-TZVPD basis

Element x y z (Å)
C1 -0.53274 1.88934 -0.06153
N1 -1.13970 2.91342 -1.20330
O1 -2.20517 3.49265 -0.93255
O2 -0.53847 3.02386 -2.28208
C2 0.97975 1.91037 -0.28948
C3 1.61377 1.75848 -1.54146
C4 2.99743 1.61398 -1.64091
C5 3.81120 1.67200 -0.51381
C6 5.16732 1.21401 -0.56949
N2 6.26797 0.81852 -0.61585
C7 3.22183 2.10093 0.67004
C8 1.83179 2.26738 0.76202
H1 -0.77149 2.38310 0.88738
H2 1.05744 1.78224 -2.47113
H3 3.44445 1.40087 -2.60244
H4 3.85212 2.24615 1.54208
H5 1.39568 2.66285 1.67994
C9 -2.64210 -0.13926 1.85704
N3 -1.48958 -0.33663 0.93079
C10 -1.35633 -1.69395 0.52569
C11 -0.11503 -2.15143 0.03736
C12 0.07980 -3.52054 -0.16213
C13 -0.99001 -4.42049 -0.02201
C14 -2.26496 -3.93889 0.30879
C15 -2.44045 -2.58734 0.60226
C16 -1.35767 0.61537 -0.19059
H6 -2.78487 -1.02493 2.50244
H7 -2.46782 0.71201 2.52210
H8 -3.59701 0.00721 1.32583
H9 0.68700 -1.43144 -0.11523
H10 1.06957 -3.89200 -0.43426
H11 -0.83012 -5.49397 -0.18971
H12 -3.11808 -4.61186 0.34583
H13 -3.42667 -2.23638 0.89961
H14 -1.01382 0.03539 -1.09216
H15 -2.39504 0.95897 -0.46906

Forces on atoms 1 to 3 (eV/Å):
0.5762 1.6556 -0.7457
-0.8568 0.3815 -0.4345
2.1420 -1.2383 -0.2880

**Energy**: -933.30036 a.u.
**Energy above the lowest of the compared OMol25 structures with the same formula, charge and spin**: 496.9 kJ/mol
**SMILES string**: CN(C[C@@H](c1ccc(C#N)cc1)[N+](=O)[O-])c1ccccc1
**Molar mass**: 281.3 g/mol

=====

Number 2 is which compound?
C16H15N3O2

=====

Look up the molar mass of the first one.
1018.6 g/mol